[1]
Computed, not measured: a single C4H5NO molecule in a non-equilibrium geometry, with the ωB97M-V functional and the def2-TZVPD basis.

- Calculated total energy: -285.22651 Ha
- HOMO level (spin up / spin down): -9.006 / -9.010 eV
- Gap between HOMO and LUMO (spin up / spin down): 8.77 / 8.77 eV
- LUMO level (spin up / spin down): -0.2 / -0.2 eV
- Energy relative to the best compared isomer or geometry (same formula, charge and spin): 118.0 kcal per mole

Last column: natural (NBO) charge in e.
Atoms and positions in Å:
C -1.218 0.225 -0.053  -0.455
C 1.160 -0.709 0.053  0.139
C -0.175 1.274 -0.173  0.109
C -0.160 -0.866 0.264  -0.318
O 1.782 0.386 -0.487  -0.383
N 0.630 1.060 -1.161  -0.167
H 1.903 -1.491 0.290  0.218
H 0.264 1.543 0.804  0.163
H -1.922 0.354 0.770  0.220
H -1.737 0.018 -0.987  0.242
H -0.528 -1.793 0.679  0.232

---

[2]
Computed, not measured: a single C4H5NO molecule in a non-equilibrium geometry, with the ωB97M-V functional and the def2-TZVPD basis.

- Calculated total energy: -285.26945 Ha
- HOMO level: -9.663 eV
- Gap between HOMO and LUMO: 10.59 eV
- LUMO level: 0.9 eV
- Energy relative to the best compared isomer or geometry (same formula, charge and spin): 91.1 kcal per mole

Last column: natural (NBO) charge in e.
Atoms and positions in Å:
C 0.990 -0.423 1.657  -0.325
N -0.268 0.481 0.746  -0.651
C -0.097 -0.107 -0.430  0.561
O 0.745 -0.999 -0.486  -0.612
C -0.835 0.257 -1.628  -0.109
C -1.390 0.485 -2.671  -0.156
H 0.558 -0.257 2.618  0.182
H 1.911 0.122 1.444  0.212
H 1.227 -1.511 1.538  0.243
H -0.959 1.264 0.808  0.417
H -1.882 0.687 -3.596  0.237

---

[3]
Computed, not measured: a single C4H5NO molecule, with the ωB97M-V functional and the def2-TZVPD basis.

- Calculated total energy: -285.19237 Ha
- HOMO level (spin up / spin down): -9.245 / -9.244 eV
- Gap between HOMO and LUMO (spin up / spin down): 9.17 / 9.17 eV
- LUMO level (spin up / spin down): -0.1 / -0.1 eV
- Energy relative to the best compared isomer or geometry (same formula, charge and spin): 139.4 kcal per mole

Last column: natural (NBO) charge in e.
Atoms and positions in Å:
C -1.169 -0.670 0.781  -0.678
C -0.065 0.303 0.546  0.001
C 1.765 -0.717 -0.687  0.142
O 1.370 0.202 -1.479  -0.471
C 0.213 0.880 -0.718  0.277
N -0.546 1.805 -0.865  -0.325
H -2.006 -0.197 1.306  0.239
H -1.530 -1.106 -0.153  0.228
H -0.787 -1.470 1.425  0.249
H 0.364 0.796 1.417  0.218
H 2.607 -1.223 -1.202  0.120

---

[4]
Computed, not measured: a single C4H5NO molecule, with the ωB97M-V functional and the def2-TZVPD basis.

- Calculated total energy: -285.30044 Ha
- HOMO level: -8.563 eV
- Gap between HOMO and LUMO: 9.35 eV
- LUMO level: 0.8 eV
- Energy relative to the best compared isomer or geometry (same formula, charge and spin): 71.6 kcal per mole

Last column: natural (NBO) charge in e.
Atoms and positions in Å:
N 1.627 -0.253 -0.425  -0.795
C 0.339 0.085 -0.033  0.135
C -0.126 1.222 0.483  -0.036
O -1.532 1.143 0.672  -0.448
C -2.044 -0.024 0.349  0.274
C -0.871 -0.787 -0.251  -0.622
H 2.356 0.340 -0.049  0.381
H 1.861 -1.229 -0.309  0.380
H 0.322 2.155 0.793  0.207
H -1.139 -0.825 -1.320  0.273
H -0.793 -1.827 0.092  0.250

---

[5]
Computed, not measured: a molecular structure, C4H5NO, with the ωB97M-V functional and the def2-TZVPD basis.

- Calculated total energy: -285.19530 Ha
- HOMO level: -8.739 eV
- Gap between HOMO and LUMO: 9.27 eV
- LUMO level: 0.5 eV
- Energy relative to the best compared isomer or geometry (same formula, charge and spin): 137.6 kcal per mole

Last column: natural (NBO) charge in e.
Atoms and positions in Å:
O -0.409 0.721 -1.597  -0.682
C -0.433 0.706 -0.279  0.534
C -1.201 -0.365 0.301  -0.455
C 0.186 -0.964 -0.172  -0.238
C 1.231 -0.241 0.359  -0.011
N 0.772 1.086 0.490  -0.632
H -2.050 -0.718 -0.280  0.249
H -1.326 -0.428 1.381  0.237
H -0.010 -0.473 -1.561  0.415
H 2.294 -0.491 0.291  0.201
H 0.643 1.519 1.401  0.381

---

[6]
Computed, not measured: a single C4H5NO molecule in a non-equilibrium geometry, with the ωB97M-V functional and the def2-TZVPD basis.

- Calculated total energy: -285.37566 Ha
- HOMO level: -9.442 eV
- Gap between HOMO and LUMO: 10.02 eV
- LUMO level: 0.6 eV
- Energy relative to the best compared isomer or geometry (same formula, charge and spin): 24.4 kcal per mole

Last column: natural (NBO) charge in e.
Atoms and positions in Å:
O -0.996 -1.388 -1.849  -0.670
C -0.149 -0.606 -1.131  0.155
C -0.572 0.163 -0.133  -0.287
C 0.382 0.979 0.698  -0.525
C 0.501 0.394 2.044  0.287
N 0.564 -0.115 3.081  -0.328
H -0.484 -2.012 -2.374  0.484
H 0.901 -0.624 -1.428  0.164
H 0.056 2.021 0.799  0.251
H -1.620 0.151 0.155  0.223
H 1.380 0.999 0.244  0.247

---

[7]
Computed, not measured: a single C4H5NO molecule, with the ωB97M-V functional and the def2-TZVPD basis.

- Calculated total energy: -285.27936 Ha
- HOMO level: -8.526 eV
- Gap between HOMO and LUMO: 9.47 eV
- LUMO level: 0.9 eV
- Energy relative to the best compared isomer or geometry (same formula, charge and spin): 84.9 kcal per mole

Last column: natural (NBO) charge in e.
Atoms and positions in Å:
C -2.194 0.473 -0.272  -0.432
C 1.174 -0.026 -0.106  0.063
C 2.239 -0.681 0.597  -0.089
O 2.046 -0.814 -0.831  -0.444
C 0.089 0.655 -0.278  0.284
N -0.970 1.272 -0.416  -0.376
H -2.518 0.152 -1.268  0.211
H -2.982 1.092 0.164  0.207
H -2.029 -0.416 0.350  0.188
H 3.131 -0.130 0.887  0.195
H 2.014 -1.577 1.173  0.192

---

[8]
Computed, not measured: 2 unconnected molecules or ions with the total composition C4H5NO, with the ωB97M-V functional and the def2-TZVPD basis.

- Calculated total energy: -285.23139 Ha
- HOMO level: -9.772 eV
- Gap between HOMO and LUMO: 10.58 eV
- LUMO level: 0.8 eV
- Energy relative to the best compared isomer or geometry (same formula, charge and spin): 115.0 kcal per mole

Last column: natural (NBO) charge in e.
Atoms and positions in Å:
C 0.747 1.613 -1.042  -0.691
C -0.365 0.748 -0.644  -0.008
C -1.333 0.092 -0.359  -0.270
O -1.683 -2.340 1.325  -0.426
N -0.525 -2.006 1.396  0.210
C 0.592 -1.729 1.490  -0.032
H 0.349 2.373 -1.724  0.240
H 1.184 2.126 -0.173  0.234
H 1.527 1.050 -1.574  0.234
H -2.202 -0.484 -0.116  0.254
H 1.632 -1.537 1.616  0.255

---

[9]
Computed, not measured: 2 unconnected molecules or ions with the total composition C4H5NO in a non-equilibrium geometry, with the ωB97M-V functional and the def2-TZVPD basis.

- Calculated total energy: -285.28186 Ha
- HOMO level: -9.935 eV
- Gap between HOMO and LUMO: 10.71 eV
- LUMO level: 0.8 eV
- Energy relative to the best compared isomer or geometry (same formula, charge and spin): 83.3 kcal per mole

Last column: natural (NBO) charge in e.
Atoms and positions in Å:
O -0.514 1.288 -1.319  -0.904
C -1.017 -0.145 0.289  -0.037
C -0.499 -1.242 -0.177  -0.284
C 0.317 -0.510 0.848  -0.380
C 1.528 0.253 0.541  0.262
N 2.467 0.900 0.322  -0.339
H 0.242 1.703 -0.883  0.485
H -1.870 0.453 0.548  0.247
H -0.756 -2.232 -0.492  0.243
H -0.194 0.397 -1.552  0.484
H 0.296 -0.865 1.874  0.223

---

[10]
Computed, not measured: a single C4H5NO molecule, with the ωB97M-V functional and the def2-TZVPD basis.

- Calculated total energy: -285.29029 Ha
- HOMO level: -10.226 eV
- Gap between HOMO and LUMO: 10.22 eV
- LUMO level: 0.0 eV
- Energy relative to the best compared isomer or geometry (same formula, charge and spin): 78.0 kcal per mole

Last column: natural (NBO) charge in e.
Atoms and positions in Å:
C 1.735 -0.426 0.526  -0.628
C 0.234 -0.295 0.593  -0.357
C -0.772 -0.280 1.388  0.133
C -0.645 0.449 -0.557  0.698
O 0.000 1.204 -1.246  -0.576
N -1.964 0.160 -0.793  -0.816
H 2.095 -1.005 -0.330  0.238
H 2.078 -0.926 1.439  0.236
H 2.207 0.562 0.491  0.248
H -2.424 0.774 -1.457  0.405
H -2.542 -0.217 -0.053  0.420

---

[11]
Computed, not measured: a single C4H5NO molecule, with the ωB97M-V functional and the def2-TZVPD basis.

- Calculated total energy: -285.39375 Ha
- HOMO level: -9.163 eV
- Gap between HOMO and LUMO: 10.22 eV
- LUMO level: 1.1 eV
- Energy relative to the best compared isomer or geometry (same formula, charge and spin): 13.1 kcal per mole

Last column: natural (NBO) charge in e.
Atoms and positions in Å:
C 1.621 -0.315 0.386  -0.638
C 0.206 -0.060 -0.009  0.073
C -0.940 -0.417 0.618  0.028
O -1.992 0.009 -0.134  -0.407
C -1.417 0.686 -1.138  0.321
N -0.128 0.648 -1.160  -0.457
H 2.287 0.453 -0.017  0.233
H 1.941 -1.284 -0.004  0.225
H 1.720 -0.331 1.476  0.221
H -1.209 -0.795 1.591  0.210
H -2.066 1.402 -1.610  0.192

---

[12]
Computed, not measured: a single C4H5NO molecule, with the ωB97M-V functional and the def2-TZVPD basis.

- Calculated total energy: -285.30449 Ha
- HOMO level: -8.817 eV
- Gap between HOMO and LUMO: 9.69 eV
- LUMO level: 0.9 eV
- Energy relative to the best compared isomer or geometry (same formula, charge and spin): 69.1 kcal per mole

Last column: natural (NBO) charge in e.
Atoms and positions in Å:
N -1.016 1.140 -1.107  -0.818
C -0.721 0.082 -0.288  0.261
C -0.809 -1.147 0.094  -0.254
C 0.143 -0.349 0.930  -0.382
C 1.574 -0.080 0.615  0.420
O 1.903 0.416 -0.444  -0.557
H -0.211 1.523 -1.594  0.408
H -1.818 1.028 -1.714  0.386
H -1.321 -2.092 0.096  0.229
H -0.061 -0.302 2.017  0.195
H 2.327 -0.213 1.420  0.112

---

[13]
Computed, not measured: a molecular structure, C4H5NO in a non-equilibrium geometry, with the ωB97M-V functional and the def2-TZVPD basis.

- Calculated total energy: -285.24946 Ha
- HOMO level: -9.397 eV
- Gap between HOMO and LUMO: 9.33 eV
- LUMO level: -0.1 eV
- Energy relative to the best compared isomer or geometry (same formula, charge and spin): 103.6 kcal per mole

Last column: natural (NBO) charge in e.
Atoms and positions in Å:
C 0.848 1.296 0.048  -0.629
C -0.281 0.571 -0.651  -0.594
C -0.656 -0.778 -0.264  0.341
O 0.017 -1.268 0.807  -0.466
C -0.683 -2.406 0.808  0.514
N -1.242 -3.415 0.894  -0.369
H 0.660 1.371 1.122  0.219
H 0.946 2.304 -0.360  0.224
H 1.794 0.769 -0.095  0.219
H -0.148 0.471 -1.740  0.268
H -1.254 1.086 -0.569  0.273

---

[14]
Computed, not measured: a single C4H5NO molecule, with the ωB97M-V functional and the def2-TZVPD basis.

- Calculated total energy: -285.25251 Ha
- HOMO level: -9.170 eV
- Gap between HOMO and LUMO: 8.85 eV
- LUMO level: -0.3 eV
- Energy relative to the best compared isomer or geometry (same formula, charge and spin): 101.7 kcal per mole

Last column: natural (NBO) charge in e.
Atoms and positions in Å:
C -1.840 -0.035 0.267  -0.641
C -0.360 -0.112 0.068  -0.089
N 0.160 -1.506 0.071  0.149
O 1.336 -1.654 -0.099  -0.281
C 1.890 0.856 -0.321  -0.397
C 0.599 0.764 -0.119  0.106
H -2.200 -1.026 0.558  0.233
H -2.110 0.678 1.050  0.228
H -2.357 0.256 -0.653  0.226
H 2.586 0.946 0.509  0.232
H 2.296 0.833 -1.329  0.233

---

[15]
Computed, not measured: a molecular structure, C4H5NO in a non-equilibrium geometry, with the ωB97M-V functional and the def2-TZVPD basis.

- Calculated total energy: -285.25273 Ha
- HOMO level: -9.166 eV
- Gap between HOMO and LUMO: 9.82 eV
- LUMO level: 0.7 eV
- Energy relative to the best compared isomer or geometry (same formula, charge and spin): 101.6 kcal per mole

Last column: natural (NBO) charge in e.
Atoms and positions in Å:
O 1.334 0.439 2.041  -0.501
C 0.655 0.010 1.161  0.616
C 0.913 -0.637 -0.495  -0.551
C -0.116 0.396 -0.764  -0.076
N -1.763 -0.091 -0.074  -0.549
C -0.702 0.588 0.557  -0.207
H 1.764 -0.697 -1.217  0.245
H 0.545 -1.644 -0.316  0.222
H -0.017 1.145 -1.544  0.238
H -1.599 -1.068 -0.268  0.348
H -1.013 1.559 0.919  0.215

---

[16]
Computed, not measured: a single C4H5NO molecule in a non-equilibrium geometry, with the ωB97M-V functional and the def2-TZVPD basis.

- Calculated total energy: -285.24740 Ha
- HOMO level: -8.428 eV
- Gap between HOMO and LUMO: 8.96 eV
- LUMO level: 0.5 eV
- Energy relative to the best compared isomer or geometry (same formula, charge and spin): 104.9 kcal per mole

Last column: natural (NBO) charge in e.
Atoms and positions in Å:
C 1.338 -0.750 -0.033  -0.687
C 0.198 0.215 -0.101  0.529
O 0.426 1.495 -0.542  -0.669
N -0.987 -0.136 0.141  -0.357
C -2.001 -0.862 0.962  -0.024
C -2.312 0.298 0.391  -0.218
H 1.341 1.580 -0.837  0.485
H 1.748 -0.932 -1.024  0.225
H 0.982 -1.688 0.385  0.254
H 2.132 -0.361 0.605  0.224
H -2.865 1.142 0.053  0.238

---

[17]
Computed, not measured: a single C4H5NO molecule in a non-equilibrium geometry, with the ωB97M-V functional and the def2-TZVPD basis.

- Calculated total energy: -285.32006 Ha
- HOMO level: -10.885 eV
- Gap between HOMO and LUMO: 11.62 eV
- LUMO level: 0.7 eV
- Energy relative to the best compared isomer or geometry (same formula, charge and spin): 59.3 kcal per mole

Last column: natural (NBO) charge in e.
Atoms and positions in Å:
N 2.747 0.867 -0.327  -0.313
C 1.867 0.115 -0.289  0.283
C 0.766 -0.851 -0.157  -0.560
C -0.632 -0.342 0.129  0.070
C -1.160 1.004 0.032  -0.106
O -1.664 -0.077 -0.761  -0.466
H 0.642 -1.253 0.865  0.276
H 0.869 -1.680 -0.868  0.268
H -0.996 -0.880 1.034  0.160
H -1.760 1.310 0.887  0.186
H -0.680 1.787 -0.545  0.202

---

[18]
Computed, not measured: a single C4H5NO molecule in a non-equilibrium geometry, with the ωB97M-V functional and the def2-TZVPD basis.

- Calculated total energy: -285.33021 Ha
- HOMO level: -10.086 eV
- Gap between HOMO and LUMO: 10.86 eV
- LUMO level: 0.8 eV
- Energy relative to the best compared isomer or geometry (same formula, charge and spin): 52.9 kcal per mole

Last column: natural (NBO) charge in e.
Atoms and positions in Å:
O -1.084 -1.828 -1.288  -0.587
C -0.877 -1.671 -0.113  0.549
N -0.610 -0.565 0.625  -0.625
C -0.410 0.819 0.154  -0.299
C 0.964 1.144 -0.278  -0.039
C 2.081 1.432 -0.624  -0.207
H -0.883 -2.492 0.679  0.071
H -0.466 -1.033 1.524  0.408
H -1.092 1.005 -0.690  0.253
H -0.705 1.529 0.937  0.237
H 3.082 1.661 -0.926  0.239

---

[19]
Computed, not measured: a single C4H5NO molecule in a non-equilibrium geometry, with the ωB97M-V functional and the def2-TZVPD basis.

- Calculated total energy: -285.35192 Ha
- HOMO level: -10.948 eV
- Gap between HOMO and LUMO: 11.82 eV
- LUMO level: 0.9 eV
- Energy relative to the best compared isomer or geometry (same formula, charge and spin): 39.3 kcal per mole

Last column: natural (NBO) charge in e.
Atoms and positions in Å:
N 2.485 0.922 0.252  -0.317
C 1.763 0.043 0.046  0.282
C 0.673 -0.917 -0.173  -0.530
C -0.508 -0.212 0.481  0.062
C -1.176 0.865 -0.239  -0.108
O -1.833 -0.373 0.032  -0.472
H 0.899 -1.886 0.285  0.254
H 0.550 -1.069 -1.251  0.258
H -0.406 -0.138 1.564  0.195
H -1.500 1.754 0.298  0.193
H -0.948 1.011 -1.294  0.184

---

[20]
Computed, not measured: a single C4H5NO molecule in a non-equilibrium geometry, with the ωB97M-V functional and the def2-TZVPD basis.

- Calculated total energy: -285.35041 Ha
- HOMO level: -9.310 eV
- Gap between HOMO and LUMO: 10.22 eV
- LUMO level: 0.9 eV
- Energy relative to the best compared isomer or geometry (same formula, charge and spin): 40.3 kcal per mole

Last column: natural (NBO) charge in e.
Atoms and positions in Å:
O -1.446 1.881 -0.002  -0.631
C -0.563 1.038 0.042  0.653
C -0.909 -0.392 -0.221  -0.539
C 0.289 -1.268 -0.126  -0.238
C 1.349 -0.502 0.174  0.032
N 0.768 1.137 0.301  -0.684
H -1.336 -0.421 -1.224  0.247
H -1.653 -0.665 0.527  0.247
H 0.066 -2.338 -0.314  0.252
H 2.424 -0.593 0.355  0.229
H 1.023 2.148 0.493  0.432